C3H7NO | wB97M-V/def2-TZVPD

Each line ends with the natural charge from an NBO analysis.
Element x y z (Å)
O (-0.97, -1.87, 0.40)  -0.712
C (-0.43, -1.09, -0.57)  0.137
C (0.60, -0.02, -0.29)  -0.189
C (0.22, 1.35, 0.12)  -0.232
N (0.70, 0.40, 1.10)  -0.574
H (-1.55, -1.10, 0.65)  0.497
H (-1.73, -0.12, -0.42)  -0.076
H (-0.05, -1.73, -1.41)  0.192
H (1.50, -0.11, -0.89)  0.198
H (-0.84, 1.56, 0.17)  0.205
H (0.87, 2.17, -0.20)  0.195
H (1.67, 0.57, 1.34)  0.360

Computed properties:
ΔE to the lowest compared entry with this formula, charge and spin: 125.9 kcal per mole
Frontier orbital gap: 9.8 eV
Charge: 0
2S+1: 1
E_tot: -6757.28936 eV